10 unconnected molecules or ions with the total composition C30H60O30S5, computed with the ωB97M-V functional and the def2-TZVPD basis.

Element x y z (Å)
C1 -17.10065 0.54045 -25.04872
C2 -18.39445 0.07956 -25.52253
O1 -19.21743 -0.37685 -24.42743
S1 -20.76095 -0.92021 -24.76511
C3 -21.16535 -2.21580 -23.57719
O2 -21.41030 0.35906 -24.42939
O3 -20.72646 -1.26788 -26.17896
H1 -17.07106 1.35524 -24.19222
H2 -16.54289 1.07594 -25.98678
H3 -16.31213 -0.19916 -24.80368
H4 -18.98134 1.07766 -25.78507
H5 -18.32996 -0.76365 -26.25780
H6 -20.55456 -3.00661 -23.80570
H7 -22.05957 -2.25036 -23.66629
H8 -20.89798 -1.93674 -22.71230
C4 -17.93206 3.54527 -32.48502
C5 -18.44853 2.98142 -31.08471
O4 -17.58856 1.92428 -30.75517
S2 -17.84807 1.05407 -29.37176
C6 -19.50128 0.46850 -29.43060
O5 -16.92967 -0.06706 -29.38140
O6 -17.68105 1.87814 -28.27553
H9 -18.25448 2.63204 -33.24458
H10 -16.82556 3.80609 -32.63611
H11 -18.47157 4.50811 -32.82603
H12 -18.62796 3.70790 -30.37908
H13 -19.29341 2.46217 -31.24121
H14 -19.56319 0.12132 -28.38995
H15 -19.66956 -0.16756 -30.21512
H16 -19.96056 1.37262 -29.68682
C7 -22.14006 -1.96403 -29.25989
C8 -22.55166 -1.16983 -30.55819
O7 -21.73987 -1.55215 -31.67585
S3 -21.82680 -0.47158 -32.99191
C9 -21.18148 -1.42376 -34.28054
O8 -23.25525 -0.28373 -33.12766
O9 -20.94412 0.61337 -32.68838
H17 -22.86364 -1.59913 -28.46199
H18 -21.17908 -1.88943 -28.87776
H19 -22.54479 -2.88963 -29.38102
H20 -23.63089 -1.28241 -30.98615
H21 -22.55307 -0.07601 -30.45579
H22 -20.08409 -1.41325 -33.97423
H23 -21.05880 -1.06815 -35.33569
H24 -21.66128 -2.33411 -34.17513
C10 -15.20324 2.72514 -36.73268
C11 -15.70736 1.55654 -36.10105
O10 -17.06421 1.26143 -36.65885
S4 -17.88209 -0.08673 -36.18136
C12 -19.22717 -0.21969 -37.31859
O11 -17.09243 -1.26521 -36.37193
O12 -18.40025 0.23484 -34.88024
H25 -14.97725 2.79316 -37.86587
H26 -14.18235 2.84655 -36.41109
H27 -15.62725 3.65321 -36.35093
H28 -15.14900 0.53901 -36.26683
H29 -15.76027 1.69530 -35.02981
H30 -19.80642 -1.06156 -36.99052
H31 -18.81456 -0.64717 -38.15952
H32 -19.97029 0.58777 -37.54204
C13 -18.98062 4.02698 -25.60647
C14 -18.41523 4.80097 -24.38896
O13 -17.52016 3.86807 -23.70589
S5 -16.82264 4.45957 -22.34288
C15 -15.62443 3.33479 -21.79164
O14 -16.21985 5.75665 -22.70290
O15 -17.97112 4.40665 -21.37204
H33 -19.62848 4.75152 -26.29943
H34 -19.50660 3.20855 -25.29016
H35 -18.13233 3.62903 -26.22374
H36 -17.78469 5.73911 -24.81498
H37 -19.37080 5.04414 -23.97987
H38 -16.00373 2.39627 -21.36232
H39 -14.87638 3.67433 -21.17753
H40 -15.14324 3.04390 -22.85847
O16 -12.47413 1.71352 -34.22178
C16 -12.84061 1.94260 -33.09492
O17 -14.06948 1.83390 -32.62759
C17 -14.18671 2.15884 -31.17929
C18 -12.69536 2.51996 -30.85739
O18 -12.03257 2.38003 -32.15713
H41 -14.91285 2.95823 -31.01484
H42 -14.58230 1.49213 -30.54510
H43 -12.30766 1.61073 -30.34452
H44 -12.66343 3.61537 -30.46469
O19 -20.29387 -5.53381 -29.63571
C19 -19.43357 -4.82167 -29.10640
O20 -18.74864 -3.86015 -29.68507
C20 -17.80167 -3.30651 -28.86601
C21 -18.14312 -4.10891 -27.56170
O21 -19.22217 -4.90017 -27.88789
H45 -16.84117 -3.41580 -28.97692
H46 -17.99275 -2.21509 -28.57473
H47 -18.52207 -3.49226 -26.82690
H48 -17.26533 -4.83376 -27.38036
O22 -15.51832 -3.10943 -34.62821
C22 -15.95884 -2.39535 -33.79910
O23 -15.51074 -1.11640 -33.62537
C23 -16.14709 -0.45913 -32.65061
C24 -17.24205 -1.48219 -32.20111
O24 -16.89479 -2.66844 -32.86651
H49 -15.49598 -0.31135 -31.96999
H50 -16.63988 0.57079 -33.07663
H51 -18.14240 -1.26400 -32.45837
H52 -17.42833 -1.90811 -30.98275
O25 -20.94525 4.22845 -29.44201
C25 -21.68454 3.66452 -28.68691
O26 -22.98025 3.71103 -28.81992
C26 -23.53461 2.69335 -27.95216
C27 -22.30156 2.40364 -27.04583
O27 -21.24237 3.01279 -27.63506
H53 -24.55924 2.99800 -27.45735
H54 -23.80517 1.98576 -28.64516
H55 -22.20865 1.19881 -26.75128
H56 -22.29651 2.89158 -25.98463
O28 -21.31534 7.34186 -36.42417
C28 -21.02136 6.10505 -36.30049
O29 -21.74190 5.26245 -35.51894
C29 -21.01391 4.07431 -35.49483
C30 -19.91340 4.25818 -36.50572
O30 -19.96768 5.61308 -36.92235
H57 -20.60299 4.17100 -34.49033
H58 -21.76471 3.42213 -35.78914
H59 -19.94239 3.57658 -37.34701
H60 -18.87733 3.93909 -36.15662

The spin multiplicity is 1. For the electronic energy, the calculation gives -147667.852 eV. The value obtained for the HOMO energy is -10.35 eV. As for the molar mass: 1061.115 g mol⁻¹. As for the charge: 0. Its structure (SMILES) is CCOS(C)(=O)=O.CCOS(C)(=O)=O.CCOS(C)(=O)=O.CCOS(C)(=O)=O.CCOS(C)(=O)=O.O=C1OCCO1.O=C1OCCO1.O=C1OCCO1.O=C1OCCO1.O=C1OCCO1. The calculation puts the frontier orbital gap at 10.15 eV. As for the energy relative to the best compared isomer or geometry (same formula, charge and spin): 1241.1 kJ/mol.

***

12 unconnected molecules or ions with the total composition C30H61Br22N2O3, computed with the ωB97M-V functional and the def2-TZVPD basis.

Element x y z (Å)
C1 3.24958 1.53423 3.35347
C2 3.66292 1.78254 1.77349
C3 2.62931 1.11611 0.69030
N1 1.41280 1.94887 0.36026
N2 0.75052 2.42277 1.47482
C4 -0.64620 1.84451 1.51591
O1 -0.46787 0.35423 1.48562
C5 -1.72659 -0.31489 1.12384
C6 -2.80636 -0.32344 2.35710
C7 0.78367 3.92204 1.61538
C8 -0.68742 4.65240 1.69509
O2 -1.21967 5.32660 0.65771
O3 -1.50907 4.62135 2.94969
H1 2.22884 2.07474 3.64562
H2 3.25666 0.40614 3.67900
H3 4.08024 2.09727 3.99697
H4 3.88023 2.92142 1.56040
H5 4.70589 1.22094 1.62552
H6 2.34864 0.00479 1.02134
H7 3.23459 0.98639 -0.32687
H8 1.58980 2.67519 -0.36484
H9 -1.33057 2.16322 0.60068
H10 -1.20553 2.04964 2.54994
H11 -2.22289 0.13861 0.16618
H12 -1.43724 -1.44206 0.86207
H13 -3.44015 -1.31838 2.35276
H14 -3.50154 0.62195 2.31741
H15 -2.18342 -0.25318 3.36289
H16 1.31569 4.14920 2.65988
H17 1.40661 4.49711 0.81047
Br1 -0.15990 -0.87858 -2.32879
C9 -1.58503 0.00679 -3.32415
C10 -2.94120 -0.53611 -2.93766
Br2 -3.26358 -2.27703 -3.75564
H18 -1.35505 -0.11270 -4.38588
H19 -1.50296 1.06497 -3.05598
H20 -3.73729 0.10969 -3.31992
H21 -3.06734 -0.66169 -1.85883
Br3 -1.00253 -1.67382 5.12537
C11 -2.41695 -2.40496 6.25251
C12 -3.72048 -2.51011 5.49548
Br4 -4.57520 -0.76619 5.31657
H22 -2.47910 -1.76963 7.13960
H23 -2.06082 -3.39760 6.54614
H24 -4.43813 -3.12334 6.04854
H25 -3.60509 -2.91444 4.48614
Br5 2.15583 -3.09629 -5.19097
C13 0.39756 -3.89724 -5.46039
C14 0.10936 -4.10302 -6.92938
Br6 -0.37074 -2.42321 -7.79631
H26 -0.32813 -3.25028 -4.96115
H27 0.44079 -4.85828 -4.93797
H28 -0.76157 -4.75146 -7.06337
H29 0.95527 -4.51840 -7.48386
Br7 -8.00095 2.50426 1.83709
C15 -6.08923 2.80932 1.59653
C16 -5.66222 2.51331 0.17759
Br8 -5.53506 0.59236 -0.13481
H30 -5.57218 2.20044 2.34243
H31 -5.93941 3.86808 1.83100
H32 -4.65581 2.89930 -0.00973
H33 -6.34677 2.91473 -0.57461
Br9 1.82691 4.18653 -2.87867
C17 0.49469 5.30924 -3.75635
C18 -0.71911 5.50617 -2.87814
Br10 -1.85461 3.92047 -2.87791
H34 0.26530 4.84123 -4.71697
H35 1.00075 6.26360 -3.93377
H36 -1.35116 6.30870 -3.26979
H37 -0.47035 5.72118 -1.83533
Br11 -3.90930 -5.30390 -8.69099
C19 -3.72178 -4.43969 -10.42984
C20 -2.65755 -5.11410 -11.26407
Br12 -0.86987 -4.61180 -10.66766
H38 -3.52124 -3.38207 -10.24101
H39 -4.70359 -4.53988 -10.90354
H40 -2.71489 -4.77983 -12.30422
H41 -2.70936 -6.20587 -11.23415
Br13 -8.23171 1.43103 9.41007
C21 -6.57605 1.44873 8.37853
C22 -6.51538 2.64842 7.46180
Br14 -7.65024 2.39774 5.89557
H42 -6.51878 0.49391 7.84986
H43 -5.77711 1.49391 9.12554
H44 -5.50470 2.77724 7.06320
H45 -6.83361 3.57804 7.94148
Br15 4.16503 -0.07961 -2.46921
C23 5.86165 -0.96275 -2.08560
C24 5.68531 -2.07012 -1.07269
Br16 5.49314 -1.35276 0.73073
H46 6.56045 -0.18637 -1.76414
H47 6.19347 -1.36885 -3.04651
H48 6.57773 -2.70181 -1.03405
H49 4.80952 -2.69670 -1.26233
Br17 3.36586 -6.66911 -7.63505
C25 4.41984 -5.94781 -9.10966
C26 4.22410 -4.45545 -9.24340
Br18 2.51285 -4.04061 -10.08205
H50 4.13834 -6.50558 -10.00636
H51 5.45912 -6.17873 -8.85479
H52 4.97876 -4.02666 -9.90941
H53 4.24743 -3.92693 -8.28648
Br19 7.59536 2.07246 3.54796
C27 7.87652 0.38562 4.48664
C28 6.56624 -0.20812 4.94920
Br20 5.89084 0.71658 6.52799
H54 8.57518 0.58669 5.30266
H55 8.35903 -0.26939 3.75416
H56 6.70460 -1.24642 5.26501
H57 5.77852 -0.16478 4.19211
Br21 0.23752 0.88603 9.71981
C29 1.89318 0.90373 8.68826
C30 1.95386 2.10342 7.77153
Br22 0.81900 1.85274 6.20530
H58 1.95045 -0.05109 8.15960
H59 2.69212 0.94891 9.43528
H60 2.96454 2.23224 7.37293
H61 1.63562 3.03304 8.25122

The spin multiplicity is 1. For the electronic energy, the calculation gives -1582153.905 eV. The value obtained for the HOMO energy is -4.35 eV. As for the molar mass: 2255.717 g mol⁻¹. As for the charge: -1. The calculation puts the frontier orbital gap at 5.78 eV.